[1]
Entry from OMol25: a cluster of 5 separate species, C64H41BO9 in total (ωB97M-V/def2-TZVPD).

**Gap between HOMO and LUMO**: 7.6080 eV
**DFT total energy**: -3165.1982 Ha
**Total charge**: 0
**Strongest force on any atom**: 0.1547 hartree/bohr
**Structure (SMILES)**: O=C1c2ccccc2C(=O)c2ccccc21.O=C1c2ccccc2C(=O)c2ccccc21.O=C1c2ccccc2C(=O)c2ccccc21.O=C1c2ccccc2C(=O)c2ccccc21.O=CCBc1ccccc1
**LUMO**: -0.0417 Eh

Last column: Löwdin charge in e.
Cartesian coordinates (Å):
O  3.29  3.16  7.50  0.10
C  2.39  3.04  6.68  -0.28
C  2.43  1.95  5.69  -0.09
C  3.49  1.04  5.69  0.01
C  3.52  -0.01  4.78  -0.05
C  2.48  -0.17  3.86  -0.05
C  1.43  0.75  3.84  0.00
C  1.40  1.81  4.75  -0.08
C  0.29  2.78  4.71  -0.28
O  -0.58  2.69  3.85  0.09
C  0.24  3.86  5.72  -0.09
C  -0.83  4.77  5.71  0.00
C  -0.90  5.77  6.68  -0.06
C  0.09  5.87  7.66  -0.06
C  1.16  4.97  7.66  0.01
C  1.24  3.97  6.68  -0.09
H  4.30  1.15  6.41  0.12
H  4.34  -0.72  4.79  0.11
H  2.49  -1.00  3.16  0.11
H  0.62  0.63  3.12  0.10
H  -1.61  4.69  4.96  0.12
H  -1.73  6.47  6.68  0.11
H  0.03  6.64  8.42  0.11
H  1.93  5.06  8.43  0.12
O  7.17  2.23  -3.83  0.10
C  6.83  1.44  -2.96  -0.28
C  5.81  1.83  -1.96  -0.09
C  5.22  3.10  -2.03  0.00
C  4.23  3.46  -1.11  -0.06
C  3.83  2.56  -0.13  -0.06
C  4.43  1.30  -0.05  0.01
C  5.43  0.94  -0.96  -0.08
C  6.07  -0.39  -0.85  -0.27
O  5.77  -1.15  0.06  0.07
C  7.07  -0.78  -1.86  -0.08
C  7.66  -2.05  -1.79  0.01
C  8.58  -2.45  -2.76  -0.05
C  8.92  -1.58  -3.80  -0.06
C  8.35  -0.31  -3.86  0.01
C  7.42  0.09  -2.89  -0.08
H  5.53  3.81  -2.80  0.12
H  3.77  4.44  -1.17  0.11
H  3.05  2.83  0.58  0.11
H  4.11  0.60  0.73  0.11
H  7.40  -2.74  -0.99  0.11
H  9.04  -3.43  -2.71  0.11
H  9.63  -1.89  -4.56  0.11
H  8.62  0.37  -4.68  0.12
O  -9.01  3.78  -1.65  0.09
C  -9.91  3.66  -2.47  -0.28
C  -9.87  2.57  -3.46  -0.08
C  -8.81  1.66  -3.46  0.01
C  -8.78  0.61  -4.37  -0.05
C  -9.82  0.45  -5.29  -0.06
C  -10.87  1.37  -5.31  0.01
C  -10.90  2.43  -4.40  -0.09
C  -12.01  3.40  -4.44  -0.28
O  -12.88  3.31  -5.30  0.10
C  -12.06  4.48  -3.43  -0.09
C  -13.13  5.39  -3.44  0.01
C  -13.20  6.39  -2.47  -0.06
C  -12.21  6.49  -1.49  -0.06
C  -11.14  5.59  -1.49  0.01
C  -11.06  4.59  -2.47  -0.09
H  -8.00  1.77  -2.74  0.10
H  -7.96  -0.10  -4.36  0.11
H  -9.81  -0.38  -5.99  0.11
H  -11.68  1.24  -6.03  0.12
H  -13.91  5.31  -4.20  0.12
H  -14.03  7.09  -2.47  0.11
H  -12.27  7.26  -0.73  0.11
H  -10.37  5.68  -0.73  0.12
O  7.68  -6.16  1.31  0.10
C  6.71  -6.77  0.86  -0.28
C  6.68  -8.25  0.90  -0.09
C  7.74  -8.96  1.47  0.01
C  7.69  -10.35  1.55  -0.06
C  6.59  -11.04  1.05  -0.06
C  5.53  -10.34  0.47  0.01
C  5.58  -8.94  0.38  -0.09
C  4.47  -8.21  -0.26  -0.28
O  3.53  -8.82  -0.76  0.09
C  4.50  -6.73  -0.28  -0.09
C  3.43  -6.03  -0.85  0.00
C  3.43  -4.63  -0.84  -0.05
C  4.50  -3.94  -0.27  -0.05
C  5.57  -4.64  0.29  0.01
C  5.57  -6.04  0.28  -0.08
H  8.61  -8.42  1.86  0.12
H  8.52  -10.89  1.99  0.11
H  6.54  -12.12  1.12  0.11
H  4.67  -10.88  0.08  0.12
H  2.59  -6.56  -1.29  0.12
H  2.60  -4.08  -1.28  0.11
H  4.49  -2.85  -0.25  0.09
H  6.40  -4.09  0.73  0.12
O  1.35  0.31  0.58  -0.10
C  0.12  0.23  0.04  -0.11
C  -0.41  1.47  -0.90  -0.13
B  -1.44  0.85  -2.07  -0.09
C  -3.02  0.67  -1.56  -0.12
C  -3.74  -0.78  -1.28  -0.04
C  -5.30  -0.80  -0.74  -0.07
C  -6.08  0.63  -0.48  -0.07
C  -5.37  2.10  -0.78  -0.05
C  -3.82  2.13  -1.33  -0.04
H  -0.57  -0.71  0.26  0.15
H  -1.10  2.15  -0.21  0.12
H  0.44  2.14  -1.35  0.11
H  -1.08  0.54  -3.16  0.05
H  -3.15  -1.78  -1.47  0.09
H  -5.88  -1.80  -0.49  0.09
H  -7.19  0.67  -0.07  0.08
H  -5.92  3.12  -0.60  0.09
H  -3.25  3.15  -1.56  0.10

[2]
Entry from OMol25: a structure of composition C64H46BiF3N7O3P2S (ωB97M-V/def2-TZVPD).

**Gap between HOMO and LUMO (spin up / spin down)**: 6.1355 / 5.3859 eV
**DFT total energy**: -4670.3704 Ha
**Total charge**: +1
**Energy relative to the best compared isomer or geometry (same formula, charge and spin)**: 47.6 kcal/mol
**Strongest force on any atom**: 0.0099 hartree/bohr
**LUMO (spin up / spin down)**: -0.1053 / -0.0993 Eh

Last column: Löwdin charge in e.
Cartesian coordinates (Å):
Bi  0.11  -0.76  -0.24  1.73
C  0.07  -4.34  3.26  -0.09
C  0.40  -3.54  2.18  -0.13
N  -0.37  -2.53  1.80  0.01
C  -1.46  -2.27  2.53  -0.20
C  -1.80  -3.11  3.59  -0.05
N  -1.04  -4.14  3.95  0.12
C  -2.27  -1.06  2.19  -0.23
C  -3.17  -0.52  3.07  0.05
C  -3.86  0.66  2.71  -0.12
C  -3.59  1.22  1.49  0.06
C  -2.68  0.60  0.61  -0.23
N  -2.04  -0.53  0.98  -0.03
C  -2.39  1.07  -0.72  -0.25
C  -3.05  2.14  -1.36  -0.10
N  -2.95  2.41  -2.63  0.08
C  -2.15  1.56  -3.37  -0.13
C  -1.40  0.59  -2.79  -0.18
N  -1.45  0.35  -1.45  -0.14
C  -4.83  1.29  3.65  -0.16
C  -4.82  0.99  5.01  -0.01
C  -5.74  1.61  5.84  -0.13
N  -6.64  2.49  5.43  0.07
C  -6.65  2.78  4.13  -0.13
C  -5.78  2.21  3.21  -0.01
H  0.71  -5.16  3.57  0.12
H  1.31  -3.71  1.61  0.12
H  -2.71  -2.96  4.16  0.12
H  -3.35  -0.99  4.02  0.10
H  -4.05  2.16  1.20  0.10
H  -3.69  2.79  -0.78  0.11
H  -2.14  1.72  -4.44  0.11
H  -0.73  -0.03  -3.37  0.10
H  -4.11  0.31  5.44  0.11
H  -5.75  1.39  6.90  0.11
H  -7.39  3.49  3.79  0.11
H  -5.87  2.47  2.17  0.11
O  0.79  -0.06  3.03  -0.30
S  2.12  -0.55  3.26  0.57
O  2.31  -1.76  3.99  -0.24
O  2.80  -0.75  1.82  -0.51
C  3.14  0.78  3.76  -0.28
C  3.39  1.14  5.07  -0.02
C  4.14  2.28  5.29  -0.05
C  4.63  3.02  4.21  -0.05
C  4.37  2.64  2.90  -0.06
C  3.61  1.50  2.67  -0.31
P  3.13  0.76  1.06  1.05
C  1.27  3.72  0.18  -0.26
C  2.01  4.86  0.81  -0.06
C  1.37  5.92  1.37  -0.09
C  -0.04  6.01  1.39  -0.06
C  -0.81  4.95  0.85  -0.09
C  -0.22  3.87  0.28  -0.02
C  4.77  0.43  0.37  -0.38
C  5.21  1.35  -0.59  -0.11
C  6.47  1.20  -1.15  -0.07
C  7.28  0.14  -0.77  -0.07
C  6.82  -0.79  0.17  -0.06
C  5.57  -0.64  0.74  -0.07
H  3.01  0.55  5.90  0.13
H  4.36  2.60  6.30  0.12
H  5.23  3.90  4.40  0.11
H  4.78  3.21  2.08  0.11
H  3.09  4.81  0.81  0.10
H  1.96  6.73  1.80  0.11
H  -0.52  6.87  1.82  0.10
H  -1.89  5.02  0.89  0.10
H  -0.81  3.07  -0.14  0.08
H  4.57  2.16  -0.90  0.10
H  6.82  1.92  -1.88  0.11
H  8.26  0.02  -1.21  0.11
H  7.46  -1.61  0.45  0.11
H  5.22  -1.36  1.46  0.11
C  -1.67  -7.17  0.16  -0.07
C  -2.85  -6.50  -0.08  -0.06
C  -2.83  -5.16  -0.48  -0.07
C  -1.61  -4.51  -0.65  -0.35
C  -0.42  -5.20  -0.41  -0.12
C  -0.45  -6.52  -0.01  -0.07
P  -1.46  -2.81  -1.29  1.05
C  -3.14  -2.26  -1.70  -0.36
C  -4.06  -2.11  -0.66  -0.12
C  -5.32  -1.60  -0.91  -0.06
C  -5.69  -1.24  -2.20  -0.06
C  -4.78  -1.40  -3.24  -0.06
C  -3.51  -1.90  -2.99  -0.09
C  -0.57  -3.11  -2.85  -0.32
C  -1.04  -4.03  -3.75  -0.07
C  -0.28  -4.37  -4.89  -0.05
C  0.94  -3.79  -5.09  -0.01
C  1.45  -2.84  -4.18  -0.16
C  2.73  -2.25  -4.38  -0.02
C  3.22  -1.35  -3.49  -0.06
C  2.45  -0.98  -2.36  -0.17
C  1.21  -1.50  -2.13  -0.35
C  0.69  -2.47  -3.04  -0.22
H  -1.69  -8.21  0.46  0.11
H  -3.80  -7.01  0.03  0.11
H  -3.76  -4.65  -0.66  0.10
H  0.53  -4.71  -0.57  0.11
H  0.48  -7.05  0.17  0.11
H  -3.79  -2.39  0.35  0.10
H  -6.03  -1.49  -0.09  0.11
H  -6.67  -0.83  -2.39  0.11
H  -5.06  -1.12  -4.25  0.11
H  -2.81  -2.00  -3.81  0.10
H  -1.99  -4.53  -3.58  0.12
H  -0.67  -5.09  -5.59  0.11
H  1.54  -4.07  -5.95  0.12
H  3.30  -2.54  -5.26  0.12
H  4.20  -0.90  -3.65  0.11
H  2.87  -0.24  -1.69  0.05
F  2.68  5.20  -5.52  0.15
C  3.15  5.22  -4.26  -0.59
F  3.00  6.47  -3.79  0.15
F  4.47  4.97  -4.32  0.15
C  2.45  4.20  -3.39  -0.09
C  2.22  4.47  -2.06  0.07
C  1.64  3.48  -1.28  -0.23
N  1.30  2.28  -1.77  0.13
C  1.52  2.05  -3.07  -0.12
C  2.09  2.98  -3.92  0.03
H  2.47  5.43  -1.63  0.13
H  1.55  2.79  0.70  0.08
H  1.24  1.08  -3.44  0.09
H  2.24  2.75  -4.97  0.13

[3]
Entry from OMol25: a structure of composition C64H53FGeN4O9P5PbS (ωB97M-V/def2-TZVPD).

**Gap between HOMO and LUMO**: 6.9710 eV
**DFT total energy**: -7841.7389 Ha
**Total charge**: -1
**Strongest force on any atom**: 0.0306 hartree/bohr
**LUMO**: 0.0670 Eh

Last column: Löwdin charge in e.
Cartesian coordinates (Å):
Pb  0.47  -0.18  -0.03  1.12
F  -1.89  5.45  1.29  -0.38
Ge  -1.20  3.82  0.79  1.10
C  0.12  3.95  2.35  -0.23
C  0.16  5.24  2.90  -0.11
C  0.88  5.53  4.04  -0.07
C  1.58  4.53  4.69  -0.06
C  1.58  3.26  4.14  -0.09
C  0.87  2.95  2.97  -0.41
P  1.11  1.19  2.43  1.12
C  0.37  0.43  3.94  -0.33
C  0.71  -0.83  4.42  -0.11
C  0.05  -1.37  5.51  -0.08
C  -0.98  -0.67  6.13  -0.09
C  -1.35  0.57  5.64  -0.10
C  -0.69  1.11  4.55  -0.10
C  3.02  1.20  2.40  -0.39
C  3.67  -0.08  1.83  -0.22
C  6.01  0.96  1.95  -0.03
C  5.83  2.12  1.31  -0.08
C  4.57  2.82  1.18  -0.08
C  3.36  2.43  1.59  -0.10
C  -3.07  2.99  0.90  -0.23
C  -4.07  3.95  1.15  -0.11
C  -5.41  3.62  1.20  -0.08
C  -5.80  2.30  0.99  -0.07
C  -4.84  1.35  0.74  -0.12
C  -3.48  1.67  0.69  -0.41
P  -2.36  0.24  0.32  1.03
C  -2.85  -0.89  1.69  -0.33
C  -3.42  -0.39  2.87  -0.10
C  -3.76  -1.24  3.90  -0.09
C  -3.51  -2.60  3.80  -0.08
C  -2.89  -3.10  2.66  -0.06
C  -2.55  -2.24  1.62  -0.10
C  -3.29  -0.37  -1.15  -0.34
C  -3.80  0.58  -2.04  -0.11
C  -4.49  0.19  -3.17  -0.09
C  -4.63  -1.15  -3.47  -0.09
C  -4.10  -2.10  -2.62  -0.07
C  -3.45  -1.72  -1.46  -0.08
C  -0.75  4.58  -1.04  -0.24
C  -1.05  5.94  -1.21  -0.10
C  -0.80  6.59  -2.41  -0.08
C  -0.22  5.90  -3.47  -0.07
C  0.08  4.56  -3.31  -0.12
C  -0.19  3.89  -2.12  -0.42
P  0.24  2.11  -2.02  1.03
C  -0.67  1.45  -3.48  -0.34
C  -1.60  2.17  -4.22  -0.10
C  -2.24  1.60  -5.30  -0.10
C  -1.99  0.28  -5.65  -0.09
C  -1.11  -0.47  -4.89  -0.05
C  -0.46  0.11  -3.81  -0.11
C  1.96  2.25  -2.67  -0.38
C  2.55  1.29  -3.47  -0.08
C  3.91  1.35  -3.76  -0.07
C  4.68  2.38  -3.26  -0.08
C  4.10  3.35  -2.47  -0.08
C  2.75  3.28  -2.16  -0.11
H  -0.39  6.04  2.44  0.09
H  0.87  6.54  4.44  0.10
H  2.13  4.72  5.60  0.11
H  2.13  2.48  4.64  0.09
H  1.48  -1.41  3.94  0.07
H  0.33  -2.35  5.87  0.11
H  -1.49  -1.10  6.99  0.10
H  -2.16  1.12  6.10  0.10
H  -1.01  2.07  4.17  0.10
H  3.19  -0.99  2.21  0.09
H  7.01  0.53  1.96  0.11
H  6.68  2.58  0.82  0.10
H  4.61  3.76  0.63  0.10
H  2.53  3.07  1.32  0.09
H  -3.79  4.97  1.32  0.09
H  -6.14  4.39  1.39  0.10
H  -6.85  2.02  1.02  0.10
H  -5.14  0.32  0.58  0.12
H  -3.61  0.67  2.98  0.10
H  -4.21  -0.84  4.80  0.10
H  -3.78  -3.27  4.60  0.10
H  -2.64  -4.15  2.59  0.11
H  -2.00  -2.63  0.77  0.08
H  -3.68  1.64  -1.83  0.10
H  -4.90  0.95  -3.83  0.10
H  -5.15  -1.46  -4.38  0.10
H  -4.17  -3.16  -2.86  0.11
H  -3.05  -2.49  -0.82  0.07
H  -1.50  6.49  -0.40  0.09
H  -1.06  7.63  -2.51  0.10
H  -0.01  6.40  -4.40  0.10
H  0.54  4.02  -4.13  0.12
H  -1.84  3.19  -3.95  0.10
H  -2.96  2.18  -5.87  0.10
H  -2.50  -0.16  -6.49  0.10
H  -0.93  -1.52  -5.11  0.11
H  0.19  -0.51  -3.21  0.07
H  1.97  0.46  -3.86  0.09
H  4.36  0.57  -4.36  0.11
H  5.74  2.41  -3.47  0.10
H  4.70  4.16  -2.07  0.10
H  2.31  4.03  -1.50  0.11
O  0.33  -4.21  2.32  -0.13
P  1.21  -2.99  1.76  0.33
O  2.42  -2.83  2.60  -0.29
O  0.28  -1.78  1.68  -0.46
O  -0.02  -5.26  -0.09  -0.04
P  -0.13  -3.37  -1.89  0.40
O  0.76  -3.09  -3.22  -0.15
O  -1.30  -4.23  -2.24  -0.30
O  -0.44  -2.03  -1.25  -0.47
H  0.02  -4.76  1.57  0.03
H  1.65  -2.78  -2.96  0.05
N  3.43  -1.71  6.16  0.11
C  3.94  -1.00  5.07  -0.34
C  3.55  0.26  4.79  -0.03
C  4.04  1.03  3.61  -0.14
C  4.96  0.18  2.67  -0.31
C  5.52  -1.09  3.23  -0.01
C  5.00  -1.65  4.31  -0.02
S  3.61  -0.30  0.03  0.60
O  4.91  -0.48  -0.54  -0.27
O  2.86  0.87  -0.45  -0.45
N  2.56  -1.49  -0.04  -0.22
C  2.55  -2.76  -0.50  -0.49
N  3.23  -3.18  -1.52  0.10
C  3.07  -4.54  -1.83  -0.16
C  1.97  -5.21  -1.47  -0.03
C  0.93  -4.43  -0.73  -0.49
N  1.67  -3.58  0.21  -0.01
H  2.52  -1.40  6.44  0.06
H  3.44  -2.71  5.99  0.09
H  2.84  0.73  5.45  0.11
H  4.46  2.00  3.90  0.15
H  6.31  -1.57  2.66  0.12
H  5.37  -2.60  4.69  0.11
H  3.87  -4.97  -2.40  0.10
H  1.79  -6.26  -1.68  0.11
H  -0.81  -5.21  -0.67  0.08